Record 1
{
  "formula": "C2H3N2OS",
  "method": "the ωB97M-V functional and the def2-TZVPD basis",
  "elements": ["C", "C", "N", "N", "O", "S", "H", "H", "H"],
  "xyz": [[0.01409, 0.06807, -0.42431], [-0.09874, 0.36210, 0.89639], [-0.80889, 3.03380, -0.76109], [-0.08014, 1.61192, 1.43749], [0.14516, 1.73131, 2.68548], [-0.54470, 3.05490, 0.65932], [-0.13701, -1.02731, -0.65870], [-0.10323, -0.40898, 1.60834], [-0.10857, 0.98837, -1.09034]],
  "atomic_forces_ev_per_a": [[-1.2, 0.5, 0.0], [0.6, 0.1, -2.1], [-0.4, 0.1, -2.2], [-0.6, 0.4, -1.8], [0.5, 0.3, 2.9], [0.3, -0.2, 2.0], [0.4, 1.6, -0.3], [-0.1, -0.8, 1.2], [0.4, -2.0, 0.3]],
  "fmax_ev_per_a": 3.0,
  "total_charge": -1,
  "e_homo_ev": [-2.00, -2.36],
  "energy_ha": -660.823408,
  "de_lowest_kcal_mol": 82.10,
  "molar_mass_g_mol": 103.13
}

Record 2
{
  "formula": "C3H9NO",
  "method": "the ωB97M-V functional and the def2-TZVPD basis",
  "elements": ["N", "H", "H", "H", "C", "C", "O", "C", "H", "H", "H", "H", "H", "H"],
  "xyz": [[0.13845, 0.58436, -2.60714], [-0.44804, 0.10810, -1.93857], [0.64998, -0.14650, -3.08900], [-0.49322, 0.97579, -3.29173], [0.10486, -1.51240, 0.39853], [-0.29298, -0.32679, 0.98080], [-1.55611, -0.01587, 0.86012], [0.57500, 0.66087, 1.66213], [1.16739, -1.70668, 0.31505], [-0.56567, -2.25953, -0.00366], [-1.68739, 0.88822, 1.20446], [1.61183, 0.33018, 1.65336], [0.53259, 1.62851, 1.15490], [0.26331, 0.79174, 2.70076]],
  "atomic_forces_ev_per_a": [[0.2, -0.2, 0.2], [-0.3, -0.1, 0.0], [0.1, 0.1, -0.1], [-0.1, 0.2, -0.1], [1.0, -1.3, -0.5], [-1.1, 1.8, 0.3], [0.5, -0.1, 0.1], [0.7, -0.4, -0.1], [0.0, 0.0, 0.1], [-0.3, 0.2, 0.0], [-0.4, -0.1, 0.0], [0.0, 0.1, 0.1], [-0.1, 0.0, -0.1], [-0.1, 0.0, 0.0]],
  "spin_multiplicity": 2,
  "s2": 0.755,
  "fmax_ev_per_a": 2.1,
  "total_charge": 1,
  "e_homo_ev": [-13.79, -13.79],
  "energy_ha": -249.358951,
  "de_lowest_kcal_mol": 20.90,
  "molar_mass_g_mol": 75.11
}

Record 3
{
  "formula": "C5H11NO2",
  "method": "the ωB97M-V functional and the def2-TZVPD basis",
  "elements": ["H", "N", "C", "C", "O", "O", "H", "H", "H", "H", "C", "C", "C", "H", "H", "H", "H", "H", "H"],
  "xyz": [[0.24930, -2.06590, -2.11627], [-0.20759, -1.17618, -1.91770], [-0.45491, -1.06037, -0.66168], [-1.96210, -0.22826, -0.15164], [-2.04442, 1.14802, 0.07377], [-2.40103, -0.91557, 0.98650], [-0.25094, -1.82057, 0.09741], [-2.60863, -0.44288, -1.00664], [-1.43197, 1.35051, 0.79844], [-3.33760, -0.69164, 1.11046], [1.32194, 0.23061, 1.60744], [1.17382, 0.41930, 0.29887], [2.12958, 1.03944, -0.65273], [2.19394, 0.59922, 2.14249], [0.56862, -0.30012, 2.18273], [-0.03597, 0.29182, -0.07685], [3.05993, 1.33860, -0.16232], [1.70207, 1.94823, -1.08728], [2.33597, 0.33574, -1.46498]],
  "atomic_forces_ev_per_a": [[0.5, 0.3, 0.2], [-0.8, 0.1, 1.2], [-3.5, -0.8, -1.0], [0.7, -0.9, -1.0], [0.9, -0.4, -0.2], [0.3, -0.3, 0.0], [0.3, 0.2, 0.1], [0.2, 0.2, 0.0], [-0.2, 0.2, 0.0], [0.4, -0.1, 0.0], [0.1, 0.0, -0.2], [-2.9, 1.0, 0.6], [-0.2, 0.2, -0.1], [0.1, -0.4, -0.1], [-0.1, 0.3, 0.0], [4.2, 0.7, 0.9], [0.0, -0.3, 0.0], [0.0, -0.2, -0.1], [0.1, 0.2, 0.0]],
  "smiles": "[H]/N=C/C(O)O.C=CC",
  "fmax_ev_per_a": 4.3,
  "total_charge": 0,
  "e_homo_ev": -9.09,
  "energy_ha": -402.199429,
  "de_lowest_kcal_mol": 112.14,
  "molar_mass_g_mol": 117.15
}